Record 1
Entry from the Open Molecules 2025 dataset: C5H8N2 in the gas phase (ωB97M-V/def2-TZVPD).

```
15
Properties=species:S:1:pos:R:3:forces:R:3
N 1.77965 -0.72352 -0.18961 -2.87 -2.68 -0.68
N 0.68967 -0.21439 -2.07228 -0.39 -2.31 -2.13
C 0.08283 0.45097 -1.05365 -2.01 3.23 -3.34
C -0.00146 0.46272 1.37470 1.60 -0.46 0.78
C 1.59204 -1.12710 -1.45152 -0.23 3.55 -0.47
C -1.46943 0.08771 1.58500 -2.45 1.17 -2.71
C 0.57665 0.00773 0.06641 2.39 0.04 2.67
H -1.86702 -0.81890 1.10921 1.23 -0.83 0.80
H -1.86015 0.22155 2.56275 0.11 -0.26 1.10
H 2.14794 -1.73758 -2.14711 0.47 -0.21 0.61
H 0.12585 -0.34802 -2.97672 1.70 0.08 1.85
H -2.28774 0.65567 0.96695 1.93 0.40 0.80
H -0.38576 1.46917 -1.33215 -0.04 -2.23 0.89
H 0.25112 1.51922 1.32842 -0.83 0.50 0.60
H 0.62580 0.09478 2.22961 -0.61 0.02 -0.76
```
Positions in Å, forces in eV/Å.

Computed properties:
HOMO, eV: -8.55
Calculated total energy, Ha: -304.75679
E_LUMO, eV: 0.9
Relative energy (zero: lowest compared OMol25 entry of this formula, charge and spin), eV: 2.142
SMILES string: CCc1c[nH]cn1
Kohn-Sham gap, eV: 9.4

These are the Mulliken partial charges, in e, on atoms 1 to 2: N -0.596; N -0.169

***

Record 2
Entry from the Open Molecules 2025 dataset: C5H8N2 in the gas phase (ωB97M-V/def2-TZVPD).

```
15
Properties=species:S:1:pos:R:3:forces:R:3
N 2.34688 -0.89846 1.17042 2.08 0.32 -1.40
N -0.63412 -1.33832 -0.02123 -0.15 -0.14 -0.08
C -0.16512 0.03711 -0.11733 0.10 0.03 0.17
C -1.13494 1.15138 -0.52167 0.04 -0.10 0.14
C -0.20724 -0.67042 1.21708 0.08 -0.16 0.56
C 2.14652 -0.42922 0.12993 -0.05 -0.33 0.85
C 1.20646 0.15449 -0.82891 0.04 0.00 0.01
H -2.14223 0.99219 -0.11949 0.23 -0.08 0.06
H -0.79577 2.13730 -0.18130 0.03 -0.22 0.02
H 1.20046 -0.38775 -1.78184 0.01 0.08 0.23
H 1.46420 1.20132 -1.02974 -0.04 -0.20 0.10
H -0.97802 -0.32296 1.90140 -0.06 -0.09 -0.08
H 0.74962 -1.11892 1.71812 -2.64 1.04 -0.90
H -1.23839 1.21541 -1.61689 0.14 -0.18 0.27
H -1.64923 -1.38657 -0.10220 0.21 0.03 0.05
```
Positions in Å, forces in eV/Å.

Computed properties:
HOMO, eV: -9.50
Calculated total energy, Ha: -304.74920
E_LUMO, eV: 0.8
Relative energy (zero: lowest compared OMol25 entry of this formula, charge and spin), eV: 2.348
SMILES string: C[C@@]1(CC#N)CN1
Kohn-Sham gap, eV: 10.3

These are the Mulliken partial charges, in e, on atoms 1 to 2: N -0.559; N -0.714

***

Record 3
Entry from the Open Molecules 2025 dataset: C5H8N2 as an isolated structure (ωB97M-V/def2-TZVPD).

```
15
Properties=species:S:1:pos:R:3:forces:R:3
N 0.36348 0.79635 -2.14255 1.54 -0.24 -1.45
N 0.85718 -0.49458 -2.45004 2.16 -2.44 0.27
C 0.23183 -0.96376 2.29297 -1.67 -0.27 -2.89
C -1.05034 1.03529 1.03347 -1.31 -0.88 -0.94
C -0.32999 -0.25871 1.16498 0.13 0.43 1.10
C 1.34929 -1.02190 1.39359 2.61 0.19 1.42
C 0.39311 -1.18227 0.37983 -1.63 -0.19 -0.14
H 1.40844 -1.02262 -1.67367 -1.44 1.62 -1.32
H -2.12703 0.77245 1.30023 1.15 0.59 -0.36
H 0.11391 -1.14860 -2.68260 -0.06 0.59 -0.09
H -0.33197 -1.65624 2.88964 0.46 0.01 0.89
H -1.01889 1.43666 -0.01485 -0.10 -0.25 1.27
H 1.15402 1.30427 -1.76095 -0.32 0.17 0.02
H -0.32621 0.66012 -1.48592 -1.66 0.28 2.04
H -0.68683 1.74354 1.75585 0.14 0.39 0.18
```
Positions in Å, forces in eV/Å.

Computed properties:
HOMO, eV: -8.19
Calculated total energy, Ha: -304.51985
E_LUMO, eV: -0.1
Relative energy (zero: lowest compared OMol25 entry of this formula, charge and spin), eV: 8.589
Kohn-Sham gap, eV: 8.1

These are the Mulliken partial charges, in e, on atoms 1 to 2: N -0.439; N -0.579

***

Record 4
Entry from the Open Molecules 2025 dataset: C5H8N2 in the gas phase (ωB97M-V/def2-TZVPD).

```
15
Properties=species:S:1:pos:R:3:forces:R:3
N 3.03408 -0.17000 1.12662 -0.71 0.15 -0.89
N -0.75184 -1.41274 -0.18282 -0.20 -0.10 -0.17
C 2.25200 -0.04736 0.28276 0.61 -0.11 0.74
C -0.21280 -0.05572 -0.11970 0.02 0.15 -0.02
C 1.19467 0.08824 -0.72609 0.02 -0.02 -0.04
C -1.14544 1.10026 -0.41122 -0.03 0.01 0.00
C -0.39052 -0.84855 1.11689 0.06 0.10 0.31
H -1.76122 -1.38470 -0.31614 0.16 -0.01 0.00
H -1.31917 1.19303 -1.49107 0.05 0.00 0.16
H -0.72900 2.04665 -0.05116 -0.02 -0.12 -0.04
H 1.30943 1.06512 -1.21037 -0.03 -0.17 0.08
H -1.17726 -0.54518 1.80321 0.04 -0.04 -0.12
H 1.33755 -0.68437 -1.48953 -0.01 0.13 0.12
H 0.47570 -1.30257 1.59091 -0.14 0.06 -0.07
H -2.11619 0.95788 0.07769 0.17 -0.04 -0.07
```
Positions in Å, forces in eV/Å.

Computed properties:
HOMO, eV: -9.94
Calculated total energy, Ha: -304.78552
E_LUMO, eV: 0.8
Relative energy (zero: lowest compared OMol25 entry of this formula, charge and spin), eV: 1.360
SMILES string: C[C@@]1(CC#N)CN1
Kohn-Sham gap, eV: 10.7

These are the Mulliken partial charges, in e, on atoms 1 to 2: N -0.443; N -0.708

***

Record 5
Entry from the Open Molecules 2025 dataset: C5H8N2 in the gas phase (ωB97M-V/def2-TZVPD).

```
15
Properties=species:S:1:pos:R:3:forces:R:3
N 1.82188 -0.85203 -0.02321 0.00 -0.08 -0.14
N -0.02613 0.60722 0.13066 -0.08 -0.14 -0.05
C -1.31089 0.75368 -0.37267 -0.16 -0.01 0.01
C 0.47707 -0.58916 -0.34249 -0.13 0.11 -0.04
C -1.61711 -0.34291 -1.11581 -0.05 0.06 -0.02
C -0.47767 -1.22027 -1.09092 0.12 0.02 -0.05
C 0.27261 1.02787 1.49168 0.07 0.13 0.13
H 2.35317 -0.02574 -0.28052 0.19 -0.22 0.09
H -2.53176 -0.49317 -1.67352 0.13 0.00 0.07
H -0.38370 -2.17141 -1.59954 0.08 0.22 -0.01
H 2.19545 -1.64056 -0.53556 -0.13 0.01 0.08
H -0.36058 0.47040 2.19392 0.11 0.14 -0.04
H 0.08295 2.09706 1.60855 0.04 -0.11 -0.03
H -1.85827 1.66480 -0.17292 -0.05 -0.22 0.06
H 1.31464 0.80923 1.72977 -0.14 0.11 -0.07
```
Positions in Å, forces in eV/Å.

Computed properties:
HOMO, eV: -7.55
Calculated total energy, Ha: -304.81353
E_LUMO, eV: 1.1
Relative energy (zero: lowest compared OMol25 entry of this formula, charge and spin), eV: 0.598
SMILES string: Cn1cccc1N
Kohn-Sham gap, eV: 8.6

These are the Mulliken partial charges, in e, on atoms 1 to 2: N -0.567; N 0.076

***

Record 6
Entry from the Open Molecules 2025 dataset: C5H8N2 in the gas phase (ωB97M-V/def2-TZVPD).

```
15
Properties=species:S:1:pos:R:3:forces:R:3
N -1.75254 -0.54091 -1.00995 -0.11 -0.38 0.28
N 0.31989 2.35528 -1.56084 0.26 0.15 0.23
C 0.01806 -0.61111 0.60494 0.01 0.26 0.01
C -1.23788 -1.12764 -0.00266 -0.09 0.02 -0.10
C 0.50076 0.44407 -0.00839 -0.06 0.02 0.09
C 0.62526 -1.21495 1.84039 -0.09 0.01 0.18
C 0.81556 1.16589 -1.05060 0.54 0.00 0.54
H -0.00340 3.01127 -0.86571 -0.16 0.01 -0.12
H 1.32500 -0.50612 2.29243 -0.17 -0.12 -0.01
H 1.20374 -2.11598 1.58790 -0.22 0.16 0.01
H 1.74947 0.76801 -1.42468 -0.07 -0.04 -1.15
H -1.72370 -1.95453 0.53352 0.04 -0.03 -0.15
H 0.93131 2.78007 -2.23890 0.01 0.13 0.12
H -0.12986 -1.49655 2.57793 0.05 -0.01 0.04
H -2.64167 -0.95681 -1.27536 0.04 -0.18 0.03
```
Positions in Å, forces in eV/Å.

Computed properties:
HOMO, eV: -8.05
Calculated total energy, Ha: -304.73358
E_LUMO, eV: 0.8
Relative energy (zero: lowest compared OMol25 entry of this formula, charge and spin), eV: 2.773
SMILES string: [H]/N=C/C(C)=C=CN
Kohn-Sham gap, eV: 8.8

These are the Mulliken partial charges, in e, on atoms 1 to 2: N -0.577; N -0.464

***

Record 7
Entry from the Open Molecules 2025 dataset: C5H8N2 in the gas phase (ωB97M-V/def2-TZVPD).

```
15
Properties=species:S:1:pos:R:3:forces:R:3
N 1.02930 1.35378 0.52649 0.24 -0.21 -0.09
N -2.70525 -0.18636 -0.11686 -0.29 -0.37 -0.19
C 2.40771 -0.59550 -0.12631 0.09 0.01 -0.01
C 1.10956 0.15720 0.06587 0.01 0.07 0.07
C -1.26254 0.05592 0.10032 -0.05 0.10 0.06
C -2.05882 0.99581 0.65515 0.18 0.05 -0.10
C -0.12059 -0.55902 -0.26178 -0.07 0.07 0.05
H 2.44265 -1.08411 -1.10656 -0.03 0.07 0.13
H -3.02106 -0.13899 -1.08391 0.11 0.07 0.14
H 3.26444 0.08048 -0.04148 -0.14 -0.11 -0.01
H 1.96013 1.70963 0.74594 -0.09 -0.03 -0.05
H -3.20660 -0.87069 0.43935 0.14 0.11 -0.07
H -0.11296 -1.54010 -0.72486 -0.02 0.18 0.11
H 2.50712 -1.37906 0.63437 -0.04 0.10 -0.11
H -2.23311 2.00102 0.29426 -0.04 -0.11 0.06
```
Positions in Å, forces in eV/Å.

Computed properties:
HOMO, eV: -7.27
Calculated total energy, Ha: -304.68584
E_LUMO, eV: 0.7
Relative energy (zero: lowest compared OMol25 entry of this formula, charge and spin), eV: 4.072
Kohn-Sham gap, eV: 7.9

These are the Mulliken partial charges, in e, on atoms 1 to 2: N -0.689; N -0.220

***

Record 8
Entry from the Open Molecules 2025 dataset: C5H8N2 in the gas phase (ωB97M-V/def2-TZVPD).

```
15
Properties=species:S:1:pos:R:3:forces:R:3
N -0.60323 0.26332 0.66152 0.01 0.21 -0.20
N 0.71159 -0.02541 0.31930 0.17 0.02 -0.22
C -0.99646 0.27223 2.05238 0.02 0.05 0.08
C -1.34984 -0.22279 -0.38743 0.16 0.01 0.04
C 0.80551 -0.31707 -1.01000 0.00 -0.03 0.10
C -0.55072 -0.60617 -1.42352 0.10 -0.22 0.05
C 2.08327 -0.03423 -1.49011 -0.11 -0.14 -0.86
H 2.56194 -0.61586 -2.25818 -0.29 0.08 -0.53
H 2.32834 1.02664 -1.47522 0.37 -0.25 0.55
H -2.43418 -0.19592 -0.31454 0.29 0.01 -0.03
H -2.06279 0.51200 2.10593 0.21 -0.05 -0.03
H -0.87399 -0.85088 -2.42535 0.05 -0.06 0.21
H -0.43993 1.05770 2.57066 -0.10 -0.12 -0.02
H 1.63454 0.42309 0.52148 -0.87 0.39 0.99
H -0.81405 -0.68666 2.55307 0.00 0.08 -0.13
```
Positions in Å, forces in eV/Å.

Computed properties:
HOMO, eV: -6.55
Calculated total energy, Ha: -304.70434
E_LUMO, eV: 0.8
Relative energy (zero: lowest compared OMol25 entry of this formula, charge and spin), eV: 3.569
SMILES string: C=C1C=CN(C)N1
Kohn-Sham gap, eV: 7.3

These are the Mulliken partial charges, in e, on atoms 1 to 2: N 0.150; N -0.339